# 1
15
Properties=species:S:1:pos:R:3:forces:R:3:nbo_charge:R:1 method="wB97M-V/def2-TZVPD" charge=+1 total_energy_ha=-630.86195 multiplicity=1
C -2.691901 0.170388 -0.139217 1.704 3.060 1.272 -0.21
C -1.435442 -0.242305 0.049430 -0.191 -4.161 -1.121 -0.54
C 1.004542 0.212284 -1.491284 -0.793 0.755 1.526 -0.76
C 1.192732 0.026609 1.446361 -1.276 -0.428 -1.499 -0.77
O -0.091512 2.081231 0.181908 0.304 -1.344 -0.139 -0.84
S 0.098489 0.639318 0.070817 -0.363 0.873 0.832 1.76
H -3.567334 -0.414607 -0.122677 -0.499 -1.190 -0.278 0.25
H -2.905410 1.255059 -0.066610 0.209 -0.558 -0.383 0.24
H -1.282458 -1.422028 -0.030647 0.137 2.602 0.439 0.27
H 1.145079 -0.859011 -1.523311 -0.108 -0.180 -0.344 0.26
H 1.940877 0.772283 -1.466406 -0.040 -0.095 0.191 0.28
H 0.333774 0.678685 -2.207847 0.010 -0.428 -0.405 0.28
H 1.082222 0.503260 2.376932 -0.582 1.227 0.766 0.29
H 2.061506 0.251040 0.941093 2.449 1.168 -0.530 0.24
H 1.348841 -1.006564 1.644747 -0.962 -1.301 -0.328 0.28



# 2
14
Properties=species:S:1:pos:R:3:forces:R:3:nbo_charge:R:1 method="wB97M-V/def2-TZVPD" smiles="C/C=C/CP" total_energy_ha=-499.08099 multiplicity=1
C 0.210854 -0.622241 -0.831326 -3.618 -1.641 -1.114 -0.18
C -0.319838 0.361868 -0.169126 -0.484 2.189 0.215 -0.21
C -0.574895 -1.742329 -1.532427 2.374 0.139 -0.973 -0.64
C 0.554160 1.434690 0.485700 0.341 0.255 0.485 -0.69
P 0.614675 1.371078 2.393480 1.328 2.029 -0.616 0.26
H 1.215817 -0.709787 -0.944121 2.975 -0.263 -0.087 0.19
H -1.439952 0.513686 -0.231755 1.398 -0.127 0.597 0.21
H -0.362466 -2.644455 -0.939358 0.359 -0.192 -0.808 0.22
H -0.211388 -1.761264 -2.632047 -0.342 -0.605 1.817 0.21
H -1.628128 -1.753655 -1.599889 -1.312 0.941 0.290 0.21
H 0.082423 2.416370 0.365798 0.097 -0.028 -0.248 0.23
H 1.669460 1.590675 0.093039 -2.461 -0.836 0.799 0.25
H 0.883400 0.076189 2.676118 -0.125 -1.484 0.065 -0.03
H -0.694121 1.469173 2.865914 -0.530 -0.376 -0.423 -0.02



Number 1: LUMO level -4.20 eV. Number 2: LUMO level 1.17 eV.